CHFNO3S | ωB97M-V with the def2-TZVPD basis set

LUMO energy = 4.295 eV
total charge = -1
SMILES = [H]/N=C(/F)S(=O)(=O)[O-]
E_tot = -817.300851 a.u.
multiplicity = 1
max |F| = 2.962 eV/Å
relative energy (zero: lowest compared OMol25 entry of this formula, charge and spin) = 69.53 kJ/mol

Each line ends with the Löwdin charge.
Atoms and positions in Å:
1 S 0.264035 0.423278 0.818009  0.5012
2 F -0.129603 1.020329 -1.727202  0.0826
3 O -0.456706 -0.704198 1.521949  -0.4288
4 O -0.209967 1.752473 1.251141  -0.3830
5 O 1.735006 0.234220 0.629824  -0.3863
6 N -0.461629 -1.102468 -1.281068  0.1095
7 C -0.253821 0.057914 -0.880391  -0.5924
8 H -0.487314 -1.681549 -0.332263  0.0972

Cartesian forces (eV/Å) of the 3 atoms listed first:
-0.17 -1.17 1.52
0.07 2.01 -1.45
1.61 1.82 -0.92



C35H28F2I2N2O10S | ωB97M-V with the def2-TZVPD basis set

LUMO energy = -2.328 eV
SMILES = CC(=O)OCCCCCc1c(F)c2c(c(/C(I)=C(/C)I)c1S(=O)(=O)F)C(=O)N(c1cccnc1)C2=O.O=C1C=CC(=O)C=C1.O=C1C=CC(=O)C=C1
E_tot = -3405.239622 a.u.
multiplicity = 1
max |F| = 6.550 eV/Å

Each line ends with the Löwdin charge.
Atoms and positions in Å:
1 I -3.263734 3.683036 0.550674  0.8599
2 I 0.102788 1.448945 3.941038  0.8215
3 S 1.347269 3.727166 0.453654  0.8031
4 F 2.448532 3.803394 1.748468  -0.2371
5 F 1.795583 -1.604033 -1.263057  0.0080
6 O -3.581440 -0.025218 1.591547  0.0562
7 O 1.215458 0.487835 -8.235518  0.1123
8 O 8.479446 -2.363386 3.035765  0.0487
9 O -8.504182 -1.227330 2.243319  0.1010
10 O -7.495589 1.660168 -2.088975  0.1013
11 O 2.101117 4.207025 -0.775350  -0.3118
12 O 7.125122 -0.482263 2.953497  -0.0846
13 O 0.290683 4.745230 0.748521  -0.3190
14 O 4.072372 1.461312 -3.875334  0.0806
15 O -0.848375 -3.396111 -0.681065  0.1062
16 N -2.470467 -1.903399 0.428522  0.0401
17 N -4.983023 -5.010786 0.169384  0.0173
18 C 3.081848 1.137821 -0.960551  -0.1415
19 C 3.416281 1.236997 -4.877556  -0.3695
20 C 2.541750 0.048888 -4.972159  0.0253
21 C 1.049048 -0.583190 -0.606983  -0.0290
22 C -6.886594 -0.297561 0.810012  0.0254
23 C -1.203041 -2.312648 -0.179645  -0.2685
24 C 6.318018 0.868124 0.993498  -0.1670
25 C 0.722306 2.007568 0.279659  -0.1389
26 C 1.591602 0.884230 -0.409221  -0.0075
27 C 2.744888 1.899769 -7.140402  0.0261
28 C 4.157929 0.070989 -0.345856  -0.1842
29 C -5.416219 -5.031065 1.528658  -0.1220
30 C -8.272797 -0.565233 1.248615  -0.3847
31 C -4.949644 -4.121810 2.691828  -0.0274
32 C -6.632597 0.429843 -0.278806  0.0230
33 C 7.391887 -1.826913 3.383586  -0.3964
34 C 5.652598 0.677102 -0.472805  -0.1938
35 C -1.479198 2.648955 2.985325  -0.6788
36 C 1.822449 -0.194739 -6.068233  0.0289
37 C -2.318962 3.610241 3.942987  -0.1743
38 C 6.946552 -0.521943 1.508229  -0.1921
39 C -3.423293 -2.949518 0.843600  -0.1156
40 C 3.464139 2.143144 -6.044078  0.0275
41 C -0.698203 1.555539 0.800252  -0.1767
42 C 6.365295 -2.671475 4.283935  -0.0048
43 C -0.357423 -0.963716 -0.103825  0.0772
44 C -2.617629 -0.562019 0.991850  -0.2700
45 C -1.699854 2.557988 1.571985  -0.7031
46 C -3.903997 -3.015886 2.341515  0.0334
47 C 1.870153 0.711711 -7.235578  -0.3845
48 C -1.229658 0.110453 0.603476  0.0129
49 C -7.726558 0.997922 -1.094152  -0.3872
50 C -9.113112 0.730247 -0.655521  0.0200
51 C -9.367422 0.003005 0.433057  0.0199
52 C -4.032968 -3.989059 -0.126291  -0.0531
53 H -5.623016 0.635686 -0.613010  0.1116
54 H 5.641827 1.695314 -0.992592  0.1117
55 H 6.093646 -2.114928 5.258267  0.0943
56 H 7.991021 -0.628241 1.026009  0.1432
57 H -2.602787 4.579984 3.415995  0.0559
58 H -3.671212 -3.929228 -1.220225  0.1194
59 H 3.144966 1.005234 -2.107373  0.0978
60 H -5.346085 -4.188308 3.766759  0.0985
61 H 2.518835 -0.605314 -4.108695  0.1163
62 H 7.188968 1.616131 0.838663  0.1194
63 H 1.176307 -1.059372 -6.154598  0.1253
64 H -9.902108 1.154509 -1.263893  0.1217
65 H -10.376727 -0.202938 0.767531  0.1216
66 H 3.842397 -0.121392 0.751743  0.1229
67 H 5.571255 1.342253 1.714214  0.1184
68 H 6.916833 -3.618564 4.608331  0.0891
69 H 4.110324 3.007687 -5.957401  0.1244
70 H 4.158179 -0.921736 -0.939381  0.1104
71 H 5.425109 -2.992387 3.705105  0.0923
72 H 2.767817 2.553622 -8.003347  0.1246
73 H 6.238828 -1.364679 1.191731  0.1344
74 H -6.211891 -5.821792 1.797534  0.1066
75 H -3.220420 3.018770 4.325421  0.0929
76 H 3.495648 2.168233 -0.702025  0.1003
77 H -3.492200 -2.273574 3.097902  0.1034
78 H -6.096921 -0.721601 1.418053  0.1013
79 H 6.307390 -0.042592 -1.093551  0.1201
80 H -1.685121 3.893873 4.857340  0.0696

Cartesian forces (eV/Å) of the 3 atoms listed first:
1.36 -1.05 0.71
-1.23 0.90 -0.66
0.12 5.89 -2.87



C28H28CuN7O | ωB97M-V with the def2-TZVPD basis set

LUMO energy = 0.628 eV
E_tot = -3182.755055 a.u.
multiplicity = 1
max |F| = 3.278 eV/Å
relative energy (zero: lowest compared OMol25 entry of this formula, charge and spin) = 13.01 kJ/mol

Each line ends with the Löwdin charge.
Atoms and positions in Å:
1 Cu -0.487774 -1.162552 0.779875  0.2822
2 O 5.418455 -1.044175 -0.198279  0.0316
3 N -0.417548 0.745015 1.710934  0.0678
4 N -3.380747 -1.263632 0.411895  -0.0317
5 N 1.025996 -2.550548 0.400251  0.0488
6 N -2.418681 -1.787644 1.306744  0.0626
7 N 3.614779 -0.712300 1.061900  0.0735
8 N -0.223192 1.762297 0.807266  -0.0899
9 N -0.998996 -0.179117 -0.978012  0.0178
10 C 2.221215 -2.267836 -0.178991  -0.1995
11 C 5.814640 -0.930718 2.125384  -0.0099
12 C -4.421824 -2.094922 0.394649  -0.1010
13 C -4.424543 0.881134 -0.079545  -0.0130
14 C 2.377407 2.176117 -1.720692  -0.3170
15 C -1.171052 1.284853 2.668879  -0.1272
16 C 3.511328 3.113179 -1.986481  -0.0638
17 C 0.924414 0.348737 -2.361320  -0.0052
18 C 2.995966 -3.275246 -0.724649  -0.0213
19 C 0.500280 1.640304 -0.358491  -0.1722
20 C -2.344226 1.747201 -1.557618  -0.0243
21 C -4.285009 -3.145205 1.262633  -0.0415
22 C -4.530810 2.139667 -0.651888  -0.2790
23 C -3.469025 2.525355 -1.433447  -0.0839
24 C 2.504361 -4.540448 -0.925853  -0.0682
25 C -3.324316 0.065471 -0.167789  -0.1287
26 C 2.045242 1.152607 -2.638295  -0.0244
27 C 1.324378 -4.854117 -0.288718  -0.0558
28 C 0.057938 0.633191 -1.278709  -0.2969
29 C 1.669771 2.417252 -0.595958  0.0173
30 C -0.703641 2.897530 1.249967  -0.0756
31 C 4.936941 -0.941146 0.918332  -0.5720
32 C -5.836254 2.937539 -0.561103  -0.0534
33 C -3.036626 -2.831748 1.797782  -0.1854
34 C -2.172812 0.494703 -0.858670  -0.2322
35 C -1.329255 2.645910 2.458589  -0.0557
36 C 0.588901 -3.812364 0.312842  -0.1036
37 C 2.640975 -0.808457 -0.019468  -0.1083
38 H -0.855036 3.813232 0.622526  0.1580
39 H 3.637833 3.796667 -1.135787  0.0715
40 H 0.876829 -5.845321 -0.366774  0.1054
41 H 0.612887 -0.412408 -3.030176  0.1023
42 H -1.643626 2.213837 -2.256450  0.1173
43 H -4.891106 -4.056630 1.283106  0.1070
44 H 3.246388 -0.569941 2.035832  0.1640
45 H 5.199399 -0.601201 3.044782  0.0978
46 H 4.499114 2.681132 -2.178889  0.0815
47 H 1.995127 3.235954 0.056395  0.1257
48 H -5.868994 3.839180 -1.178873  0.0724
49 H 1.724966 -0.262661 0.259724  0.0862
50 H 3.116582 -5.260300 -1.497081  0.1229
51 H -5.292840 -1.733070 -0.195312  0.1435
52 H -5.192306 0.493116 0.552648  0.1129
53 H 6.205560 -1.894778 2.421420  0.0733
54 H 3.119378 -0.403743 -0.902014  0.1114
55 H -5.960784 3.349085 0.442911  0.0699
56 H -1.480045 0.703348 3.478076  0.0935
57 H -1.716897 3.349206 3.199084  0.1000
58 H 2.758005 1.000429 -3.455738  0.1199
59 H -2.586094 -3.401587 2.550636  0.0941
60 H -0.449172 -3.910041 0.725128  0.1125
61 H 3.265224 3.769738 -2.832360  0.0839
62 H -3.460820 3.572644 -1.866748  0.1307
63 H -6.713541 2.356655 -0.680819  0.0540
64 H 6.681213 -0.240382 1.959466  0.1005
65 H 3.976084 -2.988073 -1.158675  0.1269

Cartesian forces (eV/Å) of the 3 atoms listed first:
0.16 -0.24 0.15
0.26 -0.47 -0.36
-0.36 0.19 -0.86



HOMO-LUMO gap? In order: 9.87, 6.93, 6.94 eV.